16
Properties=species:S:1:pos:R:3:forces:R:3 method="wB97M-V/def2-TZVPD" molar_mass_g_mol=170.62 e_above_lowest_kj_mol=289.7 e_lumo_ev=0.66
C -0.8855 -0.6046 -1.0593 3.675 -1.345 0.605
C -0.2285 0.7096 -1.3269 1.616 1.900 1.900
C -0.0080 -1.5879 -0.1517 1.029 1.379 -1.612
C 0.5511 1.2646 0.4954 -2.519 -3.223 -2.257
O 2.0305 -0.8841 1.3499 1.849 -0.420 -0.045
O -0.2135 -0.7356 2.3569 0.320 0.632 -1.100
O -0.5108 1.8557 1.0823 -0.821 0.840 -0.112
S 0.6568 -0.5843 1.1914 -1.629 0.658 1.138
Cl 2.0402 2.1164 0.4926 0.236 -0.032 0.013
H -1.7207 -0.3746 -0.5618 -3.450 0.402 2.098
H -1.1416 -1.2181 -1.8796 -0.288 -0.162 -1.450
H 0.5570 0.6755 -2.1142 -0.368 0.352 0.828
H -0.9467 1.5663 -1.4183 0.816 -0.888 -0.171
H -0.6421 -2.4220 0.1957 0.715 0.392 0.113
H 0.9848 -1.8885 -0.6825 -2.017 0.148 0.705
H -0.5231 2.1116 2.0299 0.835 -0.633 -0.652

---

11
Properties=species:S:1:pos:R:3:forces:R:3 method="wB97M-V/def2-TZVPD" smiles="C=O.CN" molar_mass_g_mol=61.08 e_above_lowest_kj_mol=177.3 e_lumo_ev=0.32
C 2.1958 0.1907 0.2446 -0.043 -2.485 -1.019
O 1.4175 -0.5514 -0.3545 1.556 1.702 1.356
H 3.0526 -0.2362 0.8559 -0.880 0.257 -0.315
H 2.2181 1.2728 0.1391 -0.440 0.445 -0.056
C -2.0893 -0.4067 0.2045 -1.194 -1.020 -2.929
N -1.2675 0.7889 -0.1610 0.655 -0.790 3.260
H -1.5865 -1.4332 -0.0181 -0.634 1.681 0.469
H -2.5144 -0.4534 1.2176 0.472 0.544 -0.294
H -2.9870 -0.3275 -0.5395 1.284 -0.544 1.477
H -0.5300 0.7951 0.6091 -1.033 0.390 -1.596
H -0.7588 0.5674 -0.9959 0.257 -0.180 -0.354